# 1
This record from OMol25 describes C4H8NiO3 as an isolated structure at a distorted geometry. The level of theory is ωB97M-V/def2-TZVPD.

Computed properties:
Charge: +1
Molar mass: 162.8 g mol⁻¹
Energy relative to the best compared isomer or geometry (same formula, charge and spin): 63.65 kcal per mole
Spin multiplicity: 4
Gap between HOMO and LUMO (alpha / beta): 7.334 / 7.555 eV
Energy: -51449.652 eV

Each line ends with the Löwdin spin population.
Atoms and positions in Å:
C -0.53100 -1.12537 2.03584  0.587
O -0.31295 1.70286 0.24565  0.075
O -0.41470 -0.89612 0.70627  0.282
C -0.90622 0.97258 -0.65709  0.037
C -1.47924 -0.27789 -0.01213  0.019
H 2.80017 0.58519 -2.16492  0.003
H -1.80688 -0.98159 -0.79080  0.005
O 2.32158 0.44140 -0.17313  0.114
H 0.24227 -1.78465 2.43047  0.041
Ni 1.11276 0.77780 1.14238  1.777
H -1.66277 1.48016 -1.28128  0.001
H -1.42640 -0.73655 2.52657  0.037
H 0.50519 0.51825 -1.58501  0.000
H -2.33443 -0.01669 0.63009  0.002
C 2.05846 0.20549 -1.44078  0.018
H 1.83417 -0.86488 -1.61213  0.003



# 2
This record from OMol25 describes a 3-piece molecular cluster, C3H8O2 overall at a distorted geometry. The level of theory is ωB97M-V/def2-TZVPD.

Computed properties:
Molar mass: 76.1 g mol⁻¹
Energy relative to the best compared isomer or geometry (same formula, charge and spin): 115.53 kcal per mole
Gap between HOMO and LUMO: 7.972 eV
Energy: -7331.041 eV

Each line ends with the Mulliken charge.
Atoms and positions in Å:
O -2.77785 0.23924 -0.00778  -0.657
H 2.27466 0.81572 -1.39904  0.274
C 0.68576 -0.80459 1.18416  -0.718
H -1.83576 0.06772 -0.20658  0.394
H 0.19555 0.67220 -1.44713  0.269
C 2.06242 0.58760 -0.35386  -1.021
H -3.10546 -0.64747 0.17595  0.305
O -0.19573 0.00595 -0.86050  -0.517
H 0.01122 -1.65316 1.21065  0.234
C 0.95410 -0.10608 -0.01508  0.629
H 0.10022 0.81956 1.18209  0.253
H 2.85986 0.75553 0.34409  0.245
H 1.32526 -0.62828 2.04700  0.309



# 3
This record from OMol25 describes a 2-piece molecular cluster, C3H8O overall at a distorted geometry. The level of theory is ωB97M-V/def2-TZVPD.

Computed properties:
Molar mass: 60.1 g mol⁻¹
Energy relative to the best compared isomer or geometry (same formula, charge and spin): 25.72 kcal per mole
Gap between HOMO and LUMO: 10.066 eV
Energy: -5287.035 eV

Each line ends with the Mulliken charge.
Atoms and positions in Å:
H 2.63483 -2.04484 0.54840  0.253
H -0.66992 1.85481 -1.09496  0.256
C 2.92749 -1.22989 -0.10958  -0.752
H 0.50218 0.46876 -1.19483  0.123
H 3.62304 -1.46409 -0.90530  0.280
H 2.01906 -0.88069 -0.59805  0.001
H -2.78361 0.01668 1.02927  0.327
H 3.28834 -0.43291 0.53574  0.241
C -1.07214 0.09906 0.08846  0.219
C -0.40419 0.86724 -0.75799  -0.743
O -2.13872 0.64995 0.76024  -0.484
H -0.82294 -0.90217 0.41378  0.279



# 4
This record from OMol25 describes C9H12ClOPdS5Sb as an isolated structure at a distorted geometry. The level of theory is ωB97M-V/def2-TZVPD.

Computed properties:
Molar mass: 560.2 g mol⁻¹
Gap between HOMO and LUMO (alpha / beta): 3.729 / 3.694 eV
Energy: -88287.768 eV

Each line ends with the Mulliken charge.
Atoms and positions in Å:
S 2.25700 -5.50620 -2.01154  -0.602
C 0.25170 -2.29590 1.70216  -0.619
C -0.52230 0.03050 2.12376  -0.478
H -0.70340 -2.68620 2.05666  0.316
Sb 0.91370 -3.70930 -2.53954  0.972
H -1.04600 2.07780 2.43806  0.443
Pd -0.12170 -1.77120 -0.47244  0.652
C -0.25990 1.37830 2.19906  -0.511
H 0.02830 3.17140 -0.81824  0.385
C 2.08050 0.96980 1.72986  -0.686
S 1.94510 -1.69560 -1.64754  -0.345
S 0.41750 -3.50410 -4.78064  -0.587
C -0.05390 2.17530 -1.23654  -0.923
O -1.43870 -0.04640 -1.06054  -0.840
C 0.50910 -0.90080 1.81776  0.355
H 3.08430 1.34550 1.60016  0.455
H -0.11630 2.21400 -2.31844  0.427
C 1.82750 -0.37860 1.66026  -0.383
Cl 1.32410 3.55380 2.02456  -0.174
C -2.76050 2.14410 -1.67454  -1.132
H 1.10120 -2.97570 1.74996  0.288
H -3.71240 1.64640 -1.51764  0.367
H 0.80450 1.57740 -0.93154  0.178
H -2.83630 3.18780 -1.38934  0.409
H -2.45330 2.04470 -2.71004  0.355
S -1.13330 -3.84480 -1.22784  -0.324
H -1.52140 -0.33970 2.30886  0.373
C 1.03140 1.85110 1.98006  0.534
H 2.64160 -1.07240 1.50026  0.460
S -1.53820 1.35890 -0.55514  0.636



# 5
This record from OMol25 describes one molecule with the formula C5H8O2. The level of theory is ωB97M-V/def2-TZVPD.

Computed properties:
Molar mass: 100.1 g mol⁻¹
Energy relative to the best compared isomer or geometry (same formula, charge and spin): 38.25 kcal per mole
Gap between HOMO and LUMO: 9.945 eV
Energy: -9408.174 eV

Each line ends with the Mulliken charge.
Atoms and positions in Å:
C -1.00477 -1.04023 1.05349  -0.723
H -1.88446 -1.08593 1.68680  0.295
C -0.24119 0.05086 1.10529  0.448
H 1.56554 -1.30253 -1.67299  0.275
O -1.55106 1.18999 2.75331  -0.488
O 0.91155 0.25604 0.39971  -0.382
H -0.77045 -1.89114 0.42318  0.296
H 0.15443 2.00720 2.01844  0.337
C -0.57965 1.17363 2.03473  0.002
C 0.69482 -0.66705 -1.86169  -1.004
H -0.20943 -1.25303 -1.67228  0.255
H 1.61995 1.18239 -1.24392  0.292
H 0.69374 -0.37878 -2.91805  0.355
H -0.14891 1.18750 -1.12002  0.327
C 0.74989 0.57108 -0.98601  -0.284



# 6
This record from OMol25 describes C2H2Br3NO2 as an isolated structure at a distorted geometry. The level of theory is ωB97M-V/def2-TZVPD.

Computed properties:
Molar mass: 311.8 g mol⁻¹
Energy relative to the best compared isomer or geometry (same formula, charge and spin): 22.24 kcal per mole
Gap between HOMO and LUMO: 9.489 eV
Energy: -217814.151 eV

Each line ends with the Mulliken charge.
Atoms and positions in Å:
C -0.42215 -0.57643 0.63191  -0.776
Br -2.45545 -0.36112 -1.65175  0.032
N 0.02908 -1.62685 -0.31950  0.892
Br -2.35934 1.90955 0.73632  -0.009
O 0.92900 -1.39764 -1.16804  -0.501
Br -3.36700 -1.21418 1.21922  0.060
C -2.19523 -0.04653 0.24985  -0.108
H -0.49835 -0.84137 1.67080  0.406
O -0.40195 -2.77860 -0.16641  -0.466
H -0.02460 0.38372 0.23875  0.468